91
Properties=species:S:1:pos:R:3:lowdin_charge:R:1 method="wB97M-V/def2-TZVPD" gap_ev=7.0 lumo_energy_ev=-1.704 e_above_lowest_kj_mol=1018.3
C 0.84 5.51 -5.13 0.023
H -9.53 0.49 8.15 -0.026
H 2.76 -4.06 4.91 -0.063
C -1.74 5.54 -3.41 -0.128
Br 9.58 -3.88 -1.14 0.547
C -2.10 2.53 -12.17 -1.628
H -2.54 7.00 -5.14 0.080
Br -4.61 0.67 6.13 0.543
C 3.62 -4.05 5.57 -1.615
H 0.32 -3.00 3.64 -0.091
H -0.31 6.95 -6.64 0.096
Br -4.74 4.54 1.02 0.578
Br 0.83 -4.44 10.39 0.549
Br -7.43 -5.31 5.40 0.557
Br -7.55 -1.02 8.01 0.558
C 4.40 1.65 -2.65 -0.120
C -0.37 6.36 -5.66 -0.068
C 0.67 2.87 -1.25 -0.006
Br 11.10 -2.35 -3.53 0.559
C -1.66 6.37 -4.75 -0.249
H 1.55 0.13 1.21 -0.049
C 2.14 -3.94 -0.07 -1.555
H 4.41 2.16 -3.67 0.130
H -2.89 2.04 7.29 -0.023
Br -2.50 4.24 -13.01 0.547
O 4.84 0.27 -2.80 -0.008
H 10.21 -4.67 -3.41 -0.026
C 3.93 -0.52 -3.55 -0.436
C -0.52 4.72 -2.91 -0.037
C -3.09 1.87 6.24 -1.564
C 2.86 0.84 -0.59 -0.086
H -4.13 3.04 2.90 -0.124
C -0.05 -2.04 4.01 -1.577
Br -9.78 -0.30 5.80 0.569
H -0.96 -3.30 9.10 -0.039
Br 4.76 -2.59 4.99 0.552
C 3.05 1.82 -1.82 -0.051
Br 4.50 -5.77 5.40 0.565
H -2.70 5.56 -2.78 0.107
Br -3.48 3.60 5.44 0.619
F 3.12 -1.40 -2.78 -0.040
C 0.77 4.71 -3.78 -0.035
Br -5.15 3.57 -7.90 0.563
Br -3.18 4.48 -5.52 0.802
Br -5.80 1.60 1.76 0.558
C 1.62 0.85 0.33 -0.088
C -3.32 3.60 -7.24 -1.545
Br -0.49 1.74 -12.89 0.557
Br -8.58 -6.29 8.24 0.560
H 5.42 -6.06 -0.73 -0.021
Br 2.95 -3.76 7.37 0.525
H -7.75 -4.06 7.52 -0.079
Br 1.93 -4.48 1.79 0.600
C 5.24 -6.25 -1.78 -1.592
C -8.80 0.32 7.36 -1.599
Br -7.91 2.01 7.02 0.547
O 3.16 4.24 -3.93 0.028
Br -3.61 1.32 -12.26 0.554
Br 8.11 -3.45 -3.96 0.539
H 1.81 5.51 -5.75 0.108
Br -0.24 -2.20 5.93 0.528
Br 3.75 -7.48 -1.90 0.575
O -1.50 4.03 -0.76 -0.053
H -0.44 1.90 0.64 -0.029
H -3.02 2.56 -7.10 -0.022
Br 6.87 -7.02 -2.50 0.561
C -0.52 3.87 -1.54 -0.250
C 0.49 1.89 -0.04 0.028
C 1.97 2.87 -2.15 0.019
H 3.00 -4.48 -0.46 -0.098
Br -2.69 2.07 1.12 0.679
Br 4.83 -4.54 -2.60 0.590
C 2.11 3.92 -3.33 -0.247
H -1.92 2.73 -11.12 -0.083
C 9.81 -3.72 -3.06 -1.614
Br -2.36 -4.52 10.75 0.561
C -4.31 2.84 1.85 -1.588
Br 2.54 -2.05 -0.23 0.781
Br -1.75 -1.71 3.13 0.566
C -0.89 -4.31 9.50 -1.609
F 3.11 0.20 -4.45 0.109
Br -5.58 -5.16 8.02 0.536
F 4.74 -1.39 -4.36 0.047
Br -1.49 1.06 5.49 0.543
H 3.70 0.09 -0.34 0.051
H 5.22 2.18 -2.03 0.161
Br -2.10 4.37 -8.54 0.588
Br 0.62 -4.46 -1.15 0.588
Br -1.04 -5.53 8.01 0.542
Br 1.28 -0.70 3.53 0.612
C -7.39 -5.06 7.32 -1.625